[1]
# C23H15Cl2FeN5O2

A structure of composition C23H15Cl2FeN5O2 in a non-equilibrium geometry (ωB97M-V with the def2-TZVPD basis set, the OMol25 dataset).

Results
HOMO (spin up / spin down): -10.31 / -10.29 eV
LUMO energy (spin up / spin down): -4.6449 / -4.6104 eV
total charge: +1
spin multiplicity: 2

Each line ends with the Löwdin spin population.
Element x y z (Å)
Fe 0.030168 -0.150111 0.212850  0.912
Cl -1.425356 -1.549211 6.793467  0.001
Cl -2.072953 -4.247534 5.306870  0.003
O -1.488445 -3.823380 0.288051  -0.001
O 0.927787 1.903825 3.510631  0.014
N 0.974149 -1.743859 -1.070661  0.012
N 1.703083 1.013022 -0.187581  -0.008
N -0.884348 1.892721 0.527078  0.000
N -0.464247 -1.877087 1.044868  0.009
N 0.036471 0.198591 2.210724  0.005
C 2.488103 -2.864369 -2.543116  0.001
C -1.760640 4.406873 1.302694  0.000
C 2.037481 -1.734133 -1.880261  0.002
C -1.137449 -1.690568 5.108551  0.004
C 3.364078 2.691519 0.163151  0.000
C 0.331609 -2.905310 -0.914694  0.004
C -0.394737 -0.752473 3.033372  0.006
C -0.627587 -0.632222 4.428090  0.002
C -2.148129 3.867729 0.088749  0.001
C 0.244949 1.511156 2.596783  0.005
C 3.393685 2.978475 -1.188860  0.001
C 2.558411 2.271110 -2.041123  0.000
C -1.673092 2.614455 -0.268551  0.002
C -0.514072 2.424516 1.693604  -0.001
C -0.671514 -2.942660 0.186411  0.002
C 1.781887 -4.045571 -2.409838  0.002
C -0.912249 3.673839 2.119602  0.000
C 2.505219 1.709829 0.623530  -0.001
C 1.731897 1.306782 -1.500186  0.003
C -0.728512 -1.945299 2.359597  0.010
C 0.671957 -4.063105 -1.582092  0.000
C -1.242050 -3.043193 3.087906  -0.002
C -1.437258 -2.919737 4.428735  0.009
H 0.083033 -4.953371 -1.411569  0.000
H -0.383143 0.284997 4.943732  0.000
H 4.055773 3.740897 -1.577065  0.000
H 3.383645 -2.809612 -3.145317  0.000
H -1.504593 -3.959819 2.583938  0.000
H -2.805612 4.403888 -0.580450  0.000
H 2.562670 -0.800956 -1.990443  0.000
H -2.119710 5.377902 1.615783  0.000
H 1.064161 0.742880 -2.138305  0.002
H -1.938575 2.170954 -1.219591  0.001
H 3.999094 3.216609 0.862128  0.000
H 2.545907 2.463224 -3.104625  0.000
H 2.099211 -4.942464 -2.924340  0.000
H 2.461640 1.460867 1.674479  0.000
H -0.556730 4.045142 3.070679  0.000

Atoms 1-6, force components in eV/Å:
Fe 1.43 -1.32 3.31
Cl 0.02 -0.01 0.06
Cl -0.07 -0.10 0.08
O 0.03 0.04 0.12
O -0.16 -0.07 0.21
N 0.01 0.59 -0.29

[2]
# C23H15Cl4N2P

An isolated molecule of C23H15Cl4N2P in a non-equilibrium geometry (ωB97M-V with the def2-TZVPD basis set, the OMol25 dataset).

Results
HOMO: -8.87 eV
LUMO energy: 0.3032 eV
spin multiplicity: 1

Each line ends with the Löwdin charge.
Element x y z (Å)
Cl -3.781724 2.585403 -2.530967  0.620
Cl -1.591309 1.162627 3.119544  0.756
Cl -3.335607 3.772040 2.610921  0.656
Cl -2.021256 0.015959 -2.184584  0.721
P 0.463392 -0.082770 0.677468  0.951
N -1.092848 -0.421941 0.687958  -0.126
N -3.436479 2.958354 0.085603  0.044
C 0.975733 2.614106 1.427148  -0.101
C 0.751746 1.700938 0.363072  -0.274
C 2.543830 -0.838115 -1.081112  -0.094
C -2.404599 0.965860 -0.784948  -0.590
C -1.884956 0.692307 0.504107  -0.447
C 1.003287 4.451949 -0.119044  -0.055
C 0.952271 -2.590267 -2.550779  -0.067
C 1.227578 -0.582547 2.285805  -0.286
C 0.686322 2.174005 -0.948974  -0.073
C -2.974569 2.658332 1.305457  -0.713
C 3.049050 -1.496445 -2.203633  -0.086
C 0.455626 -1.967231 -1.382703  -0.111
C 2.286024 -2.398014 -2.916618  -0.090
C -2.170484 1.557413 1.535004  -0.617
C 1.101813 3.973382 1.201625  -0.065
C 2.531984 -0.118025 2.573967  -0.088
C 2.388137 -1.189141 4.732431  -0.071
C 0.525628 -1.349716 3.198468  -0.123
C 1.095070 -1.647067 4.421008  -0.070
C 3.110963 -0.451179 3.799672  -0.080
C 1.247124 -1.052131 -0.685062  -0.288
C 0.855758 3.551954 -1.188405  -0.054
C -3.205459 2.125715 -0.913159  -0.701
H 0.782292 3.947348 -2.175388  0.096
H 3.226734 -0.121460 -0.629018  0.108
H 0.564665 -2.250911 5.150623  0.107
H 0.489239 1.505573 -1.817680  0.110
H 0.294837 -3.269254 -3.170763  0.124
H 2.674025 -2.938640 -3.767178  0.102
H 2.801784 -1.420553 5.692921  0.096
H -0.575468 -2.069963 -1.050251  0.069
H 1.045606 5.502744 -0.313985  0.097
H 4.065673 -1.327682 -2.532242  0.103
H 1.040533 2.243335 2.466817  0.098
H -0.456038 -1.715776 2.953157  0.096
H 4.135540 -0.158683 4.022233  0.106
H 1.272058 4.613268 2.064996  0.110
H 3.099438 0.497868 1.879451  0.103

Atoms 1-6, force components in eV/Å:
Cl 0.13 -0.09 1.07
Cl -0.16 0.26 -0.15
Cl 0.04 -0.35 -0.64
Cl -0.11 0.15 0.63
P -0.15 -0.90 0.30
N 0.39 0.60 -0.12

[3]
# C23H15CrF5N3SSbSe4

A structure of composition C23H15CrF5N3SSbSe4 (ωB97M-V with the def2-TZVPD basis set, the OMol25 dataset).

Results
HOMO (spin up / spin down): -4.13 / -4.14 eV
LUMO energy (spin up / spin down): 1.2875 / 1.1763 eV
total charge: -1
spin multiplicity: 4

Each line ends with the Löwdin spin population.
Element x y z (Å)
Sb -3.534358 -0.243899 -2.734512  0.012
Se -1.782526 -1.850050 -1.813901  -0.062
Se -2.396832 1.684287 -1.536458  -0.017
Se -3.300346 -0.066783 -5.116319  0.015
Se -5.676488 -0.670704 -1.703369  0.013
Cr -1.003043 0.019776 -0.356559  3.021
S -0.070971 1.467006 1.425760  -0.003
F 4.918819 2.304949 1.986386  0.000
F 0.559500 3.043712 -1.149243  0.001
F 2.946300 3.886184 -1.982286  0.000
F 2.556139 1.384177 2.806514  0.000
F 5.159931 3.545618 -0.427464  0.000
N -2.429738 -0.662609 1.226007  -0.003
N 0.034442 -1.428653 0.670137  -0.008
N 0.945904 -0.037737 -1.346727  -0.007
C 1.610114 2.816622 -0.355750  0.001
C 3.964660 3.106706 -0.011096  0.001
C -2.053480 -1.884441 1.675589  0.000
C 2.708636 0.648439 -2.795484  0.000
C 2.100217 -2.414407 1.236372  0.000
C 0.351681 0.969554 -3.517428  0.001
C 3.658353 0.154563 -1.934033  0.003
C 2.600176 2.016989 1.625337  0.000
C 3.835769 2.480294 1.213606  0.000
C 1.879525 -0.646334 -0.578240  0.001
C 0.076978 -3.102807 2.329479  -0.001
C 1.445517 -3.212940 2.161410  0.005
C -4.615096 -1.133255 2.041674  0.001
C 1.348639 -1.517204 0.495368  0.004
C -0.611312 -2.178896 1.553829  0.003
C 1.441780 2.149575 0.857213  0.004
C -2.922824 -2.781115 2.249075  0.001
C -3.674210 -0.249655 1.495099  0.003
C 2.839536 3.275603 -0.795617  0.000
C -4.254979 -2.409180 2.387617  0.003
C 3.234118 -0.549105 -0.817299  0.000
C -4.082857 1.167230 1.279674  0.001
C 1.344053 0.526261 -2.505473  0.005
H 2.994127 1.144464 -3.712366  0.000
H 3.943547 -1.012302 -0.147815  0.000
H -4.810737 1.436867 2.047293  0.000
H -2.578961 -3.759506 2.551058  0.000
H 3.166944 -2.500551 1.095651  0.000
H -4.559893 1.269127 0.304420  0.001
H -0.350191 1.691296 -3.110479  0.002
H 2.008339 -3.918592 2.758157  0.000
H 0.859539 1.394701 -4.381735  0.000
H -4.984033 -3.103858 2.783178  0.000
H 4.713512 0.275152 -2.142868  0.000
H -3.229481 1.838292 1.322360  0.000
H -0.254669 0.117050 -3.838780  0.000
H -5.628780 -0.780962 2.167282  0.000
H -0.440992 -3.698951 3.065758  0.000

Atoms 1-6, force components in eV/Å:
Sb 0.07 0.02 0.10
Se 0.01 0.10 0.03
Se 0.04 -0.09 0.03
Se 0.02 0.01 -0.03
Se 0.00 -0.02 0.02
Cr -0.05 -0.16 -0.03